i:
Entry from OMol25: a 2-piece molecular cluster, C7H10O overall (ωB97M-V/def2-TZVPD).

Results
HOMO energy (alpha / beta)	-0.222 / -0.357	hartree
net charge	0
spin multiplicity	3

Structure (XYZ):
```
18
Properties=species:S:1:pos:R:3:nbo_charge:R:1
C -0.2595 2.1593 -0.9626 -0.0302
C -0.5731 1.7001 0.1391 -0.0560
C -0.1275 2.7958 -2.0986 -0.3634
C -0.4549 1.2093 1.3394 -0.1663
C 0.6812 -2.6383 -0.7829 0.4483
C 0.8286 0.8281 2.0344 -0.6534
C -0.7554 -2.5198 -0.3886 -0.7232
O 1.1469 -3.5712 -1.3638 -0.5131
H 0.7410 2.8794 -2.5854 0.1915
H -0.9972 3.2304 -2.5659 0.2003
H -1.3692 0.8671 1.9145 0.1932
H 1.1270 -1.6727 -0.5250 0.0925
H 0.7335 -0.3153 2.1650 0.2257
H 0.6951 1.1877 3.0396 0.2266
H 1.7756 1.2430 1.5414 0.2315
H -1.3055 -3.3140 -0.9165 0.2324
H -1.0845 -1.4311 -0.6550 0.2316
H -0.8020 -2.6379 0.6710 0.2320
```

***

ii:
Entry from OMol25: one molecule with the formula C7H10O (ωB97M-V/def2-TZVPD).

Results
HOMO energy (alpha / beta)	-0.200 / -0.326	hartree
net charge	0
spin multiplicity	3

Structure (XYZ):
```
18
Properties=species:S:1:pos:R:3:nbo_charge:R:1
C -0.5238 -1.1156 0.5937 -0.1387
C -1.0081 -0.0385 -0.1213 -0.1064
C 0.9960 -1.3543 0.5017 -0.5102
C 0.9224 1.1425 0.5161 -0.5243
C -0.2122 1.0596 -0.4685 -0.1327
C 1.6218 -0.0972 0.1039 0.3050
C -2.4477 0.0544 -0.5206 -0.6251
O 2.5587 -0.1511 -0.8565 -0.6920
H -1.0943 -1.7666 1.1952 0.1985
H 1.4401 -1.6934 1.4840 0.2095
H 1.2351 -2.1415 -0.3489 0.2271
H 1.4532 2.0869 0.4091 0.2120
H 0.5853 0.9481 1.4880 0.2264
H -0.3513 1.8084 -1.2482 0.2082
H -2.4355 0.8019 -1.3222 0.2150
H -2.8805 0.6347 0.4335 0.2166
H -3.0264 -0.8698 -0.8522 0.2215
H 3.1672 0.6917 -0.9868 0.4896
```

***

Of them, the most stable is ii and the least stable is i.

***

i:
Entry from OMol25: one molecule with the formula C16H14N2O2S (ωB97M-V/def2-TZVPD).

Results
HOMO energy	-0.293	hartree
net charge	0
spin multiplicity	1

Structure (XYZ):
```
35
Properties=species:S:1:pos:R:3:nbo_charge:R:1
C 6.3556 1.2265 -0.2769 -0.2517
H 6.1525 1.3473 -1.3459 0.1757
O 5.8197 0.0238 0.2181 -0.4940
C 4.4723 -0.1664 0.1409 0.2941
C 3.5624 0.7446 -0.3818 -0.3089
C 2.2102 0.4500 -0.4134 -0.1655
C 1.7420 -0.7625 0.0755 0.0917
C 2.6557 -1.6765 0.6022 -0.2097
C 3.9997 -1.3840 0.6349 -0.2439
H 4.7112 -2.0857 1.0398 0.2257
H 2.3049 -2.6245 0.9858 0.2056
N 0.3910 -1.1271 0.0673 -0.5867
C -0.6820 -0.4149 -0.3817 0.6590
O -0.6147 0.7117 -0.8315 -0.6049
C -1.9524 -1.1636 -0.2724 -0.3324
C -3.2479 -0.7138 -0.1034 0.1834
N -3.6821 0.5938 0.0478 -0.3579
C -4.6775 0.9551 0.9209 -0.0763
C -4.9103 2.2901 0.7867 -0.2833
C -4.0392 2.7641 -0.2212 -0.3043
C -3.2989 1.7049 -0.6529 -0.0263
H -2.5332 1.6512 -1.3973 0.2440
H -3.9745 3.7709 -0.5830 0.2218
H -5.6207 2.8700 1.3423 0.2212
H -5.1110 0.2421 1.5943 0.2107
C -4.1841 -1.7854 -0.0260 -0.2648
C -3.6153 -3.0061 -0.1525 -0.3770
S -1.9186 -2.9049 -0.3610 0.4309
H -4.0898 -3.9670 -0.1501 0.2436
H -5.2404 -1.6268 0.0939 0.2374
H 0.2116 -2.0479 0.4446 0.3995
H 1.5157 1.1657 -0.8190 0.2474
H 3.8889 1.6956 -0.7711 0.2202
H 7.4310 1.1559 -0.1211 0.2001
H 5.9681 2.0941 0.2670 0.1758
```

***

ii:
Entry from OMol25: one molecule with the formula C16H14N2O2S (ωB97M-V/def2-TZVPD).

Results
HOMO energy	-0.319	hartree
net charge	0
spin multiplicity	1

Structure (XYZ):
```
35
Properties=species:S:1:pos:R:3:nbo_charge:R:1
C -0.7710 -2.4140 -1.8017 -0.7210
C 0.3914 -1.5596 -1.3464 0.5719
O 1.5337 -1.9663 -1.4247 -0.5581
C 0.0592 -0.2282 -0.8343 -0.2471
C 0.9813 0.5419 -0.2025 0.2736
N 0.6794 1.8280 0.1697 -0.6232
C -0.4212 2.5322 -0.2998 0.7866
O -0.5383 3.7207 -0.1115 -0.6221
N -1.2897 1.7834 -1.0181 -0.6139
H -2.1289 2.2632 -1.3087 0.4147
C -1.3394 0.3278 -0.9946 -0.0804
C -2.2252 -0.1476 0.1273 -0.2167
C -1.9262 -0.2500 1.4515 -0.2537
C -3.0212 -0.6825 2.2324 -0.2480
C -4.1375 -0.8982 1.4930 -0.4088
S -3.8790 -0.5761 -0.1741 0.4323
H -5.1036 -1.2274 1.8195 0.2381
H -2.9745 -0.8257 3.2968 0.2276
H -0.9559 -0.0281 1.8584 0.2288
H -1.7769 0.0116 -1.9480 0.2208
H 1.3854 2.3770 0.6408 0.4282
C 2.3354 0.1001 0.1783 0.0101
C 2.5096 -0.9475 1.0770 -0.1941
C 3.7810 -1.3153 1.4722 -0.1926
C 4.8871 -0.6433 0.9772 -0.2043
C 4.7182 0.4045 0.0891 -0.2037
C 3.4466 0.7838 -0.3022 -0.2245
H 3.3135 1.5950 -1.0038 0.2168
H 5.5776 0.9296 -0.3004 0.2164
H 5.8799 -0.9383 1.2828 0.2153
H 3.9106 -2.1309 2.1676 0.2147
H 1.6454 -1.4724 1.4559 0.2165
H -0.4130 -3.4240 -1.9826 0.2418
H -1.1797 -2.0209 -2.7308 0.2271
H -1.5596 -2.4304 -1.0541 0.2308
```

***

Of them, the most stable is ii and the least stable is i.